# 1
The following is a DFT calculation (the ωB97M-V functional and the def2-TZVPD basis) of a cluster of 5 separate species, C22H32N4O2 in total.

Structure (ORCA input):
```
! RIJCOSX wB97M-V def2-TZVPD def2/J DEFGRID3
* xyz 0 1
O -3.7889 0.5398 -2.6282
O 0.3485 0.6251 0.5478
N 1.5828 5.4907 3.0132
N -7.0908 -4.6529 0.4864
N 7.1341 4.7528 2.9446
N 1.2054 -1.9346 5.5616
C -0.1910 0.1021 -0.5572
C 2.1928 0.2650 -3.4812
C -1.0918 -1.3019 -0.5548
C 3.5175 -0.4722 -2.8543
C -8.1716 -2.4070 1.7199
C -2.2809 -1.3043 -1.4985
C 4.7869 5.9620 3.8179
C -3.2271 -2.6605 -1.6239
C 1.5053 1.3982 -2.5165
C 1.1076 4.6380 2.2151
C -7.5808 -3.6346 1.0457
C 1.6419 -3.1085 -1.6430
C 0.0171 0.7796 -2.0723
C 3.3617 -0.9782 -1.3020
C 6.0698 5.3010 3.3406
C 3.1072 -2.5885 -1.1217
C 0.9416 -1.0042 4.7524
C -2.5571 0.0687 -2.4129
C 0.5347 3.6101 1.2530
C -4.6469 -2.5586 -0.8076
C -1.1666 0.7737 -3.0168
C 0.6236 0.1173 3.7770
H -8.6634 -2.6946 2.6531
H 2.5684 0.8436 -4.4555
H 1.1521 3.5580 0.3521
H 2.2121 1.5594 -1.5841
H -1.1321 1.2207 -4.0984
H -3.3867 -2.8388 -2.7912
H 1.0359 -3.5516 -0.7161
H -0.7815 -2.2179 0.1098
H 1.3585 -0.4964 -3.8054
H 4.1189 5.2112 4.2489
H 1.0482 -2.2361 -2.1488
H 5.0155 6.7138 4.5781
H 3.9737 -3.2663 -1.5852
H 4.2825 6.4470 2.9776
H 1.3960 2.4563 -3.0517
H -2.5487 -3.5752 -1.2685
H -4.4304 -2.7622 0.3428
H -8.9061 -1.9367 1.0605
H 4.5159 0.1634 -3.0116
H 2.5473 -0.4194 -0.6744
H 3.6858 -1.4576 -3.5069
H -0.4838 3.8905 0.9710
H 4.4023 -0.7427 -0.7678
H 0.1830 -0.2954 2.8653
H 1.5389 0.6564 3.5176
H -5.3654 -3.4397 -1.1688
H 1.7759 -4.0286 -2.3895
H -0.0848 0.8160 4.2303
H -5.2013 -1.5315 -0.9883
H -7.3797 -1.6864 1.9421
H 3.1538 -2.8023 0.0503
H 0.5143 2.6255 1.7282
*
```

As for the HOMO energy: -9.942 eV. The calculation puts the frontier orbital gap at 8.1 eV. As for the SMILES: CCCCCCC1=CC(=O)C(CC)=CC1=O.CC#N.CC#N.CC#N.CC#N. The energy above the lowest of the compared OMol25 structures with the same formula, charge and spin is 1531.6 kJ/mol.

# 2
The following is a DFT calculation (the ωB97M-V functional and the def2-TZVPD basis) of a cluster of 2 separate species, C2H6FNO in total.

Structure (ORCA input):
```
! RIJCOSX wB97M-V def2-TZVPD def2/J DEFGRID3
* xyz 0 1
F 2.2606 0.6945 -0.2040
O -1.9320 0.4428 -0.3319
N -2.2239 -0.7722 0.0838
C -1.1618 1.2189 0.3207
C 1.9584 -0.6309 -0.1132
H 2.3730 -1.1388 -0.9860
H 2.4011 -1.0241 0.8028
H -2.8768 -1.1571 -0.6033
H -0.9627 2.1716 -0.1357
H 0.8752 -0.7344 -0.0911
H -0.7112 0.9299 1.2580
*
```

As for the HOMO energy (spin up / spin down): -8.258 / -8.900 eV. The calculation puts the frontier orbital gap (spin up / spin down) at 8.5 / 9.3 eV. The energy above the lowest of the compared OMol25 structures with the same formula, charge and spin is 469.3 kJ/mol.

# 3
The following is a DFT calculation (the ωB97M-V functional and the def2-TZVPD basis) of an isolated molecule of C14H13ClN6.

Structure (ORCA input):
```
! RIJCOSX wB97M-V def2-TZVPD def2/J DEFGRID3
* xyz 0 1
Cl -2.6384 1.2956 -5.0632
N 0.3587 -0.8049 0.6344
N 2.2393 1.3833 2.4442
N -0.8633 -1.2778 0.4261
N -0.4096 -1.7329 2.5490
N -2.5448 -2.3800 1.7226
N 1.8061 -0.9401 2.4928
C -1.3412 -1.8498 1.6326
C -2.8801 -1.8088 -0.5762
C -1.5254 0.5405 -3.9747
C -2.0012 -0.0212 -2.8046
C 0.7037 -0.0867 -3.4011
C 3.2290 2.4159 2.6141
C -1.1122 -0.6264 -1.9160
C 0.2479 -0.6480 -2.2228
C 0.9130 1.8086 2.0624
C -1.6211 -1.2377 -0.6845
C -0.1753 0.5112 -4.2879
C 0.6031 -1.1004 1.9253
C 2.5446 0.0873 2.6058
C -3.2860 -2.3624 0.6395
H 0.1672 1.2692 2.6488
H 0.1770 0.9529 -5.2065
H 0.8075 2.8740 2.2571
H 3.5594 -0.0989 2.9452
H 0.9411 -1.1024 -1.5338
H -4.2646 -2.8110 0.7388
H 2.9214 3.1164 3.3954
H 3.3630 2.9717 1.6820
H 0.7265 1.6106 1.0022
H 1.7573 -0.1139 -3.6338
H -3.5313 -1.8423 -1.4326
H 4.1827 1.9756 2.8968
H -3.0541 0.0327 -2.5774
*
```

As for the HOMO energy: -8.380 eV. The calculation puts the frontier orbital gap at 8.2 eV. As for the SMILES: CN(C)/C=N\c1nc2nccc(-c3cccc(Cl)c3)n2n1.

# 4
The following is a DFT calculation (the ωB97M-V functional and the def2-TZVPD basis) of an isolated molecule of BH3OS.

Structure (ORCA input):
```
! RIJCOSX wB97M-V def2-TZVPD def2/J DEFGRID3
* xyz 0 1
S -0.0204 -1.3173 1.3905
O -0.9581 -0.7893 -0.9907
B -0.2493 -0.2606 -0.0450
H -1.2040 -0.2553 -1.9592
H 0.3280 0.7213 -0.1825
H 0.9488 -0.9385 2.3423
*
```

As for the HOMO energy: -9.698 eV. The calculation puts the frontier orbital gap at 9.9 eV. As for the SMILES: OBS. The energy above the lowest of the compared OMol25 structures with the same formula, charge and spin is 73.4 kJ/mol.